[1]
{
  "formula": "C33H57BN9RbS8",
  "method": "ωB97M-V with the def2-TZVPD basis set",
  "orbital_gap_ev": 6.37,
  "total_energy_ha": -5019.10467,
  "e_above_lowest_ev": 0.762,
  "homo_energy_ev": -6.413,
  "multiplicity": 1,
  "largest_force_ev_per_a": 0.64,
  "species": ["Rb", "C", "C", "S", "C", "C", "S", "C", "C", "S", "C", "C", "S", "H", "H", "H", "H", "H", "H", "H", "H", "H", "H", "H", "H", "H", "H", "H", "H", "C", "C", "C", "C", "N", "C", "C", "N", "B", "N", "C", "C", "N", "C", "S", "C", "C", "C", "C", "N", "C", "C", "N", "C", "S", "C", "C", "C", "C", "C", "S", "H", "H", "H", "H", "H", "H", "H", "H", "H", "H", "H", "H", "H", "H", "H", "H", "H", "H", "H", "H", "H", "H", "H", "H", "H", "H", "H", "H", "H", "H", "H", "H", "H", "H", "C", "C", "C", "N", "N", "C", "N", "S", "H", "H", "H", "H", "H", "H", "H"],
  "xyz": [[0.04207, 0.64993, -0.30409], [-2.59081, -3.03938, 0.23053], [-3.49566, -2.06718, -0.52222], [-2.79100, -1.18476, -1.95203], [-2.47512, -2.53862, -3.13420], [-1.00843, -2.62299, -3.55821], [-0.03628, -2.72238, -2.03579], [1.57315, -3.37387, -2.54863], [2.11998, -4.22262, -1.40133], [1.92387, -3.45178, 0.24045], [0.46923, -4.36097, 0.86088], [-0.36000, -3.52814, 1.83331], [-1.29452, -2.15339, 1.12277], [-2.14370, -3.76092, -0.45648], [-3.20338, -3.58478, 0.95307], [-3.81996, -1.26533, 0.14551], [-4.39215, -2.58912, -0.85861], [-3.11184, -2.38662, -4.00527], [-2.77346, -3.47076, -2.65362], [-0.72596, -1.74541, -4.14255], [-0.85220, -3.51071, -4.17396], [2.24366, -2.53925, -2.75566], [1.47122, -3.97103, -3.45637], [3.18669, -4.39750, -1.54425], [1.62683, -5.19391, -1.36958], [0.81308, -5.26403, 1.36801], [-0.13176, -4.65535, 0.00142], [0.28140, -3.05437, 2.57910], [-1.05324, -4.17978, 2.37011], [1.65756, 5.76791, -2.43297], [2.17201, 4.33148, -2.45094], [1.31852, 3.44784, -3.36082], [3.60066, 4.32902, -2.99508], [2.17947, 3.79139, -1.06218], [3.33510, 3.48136, -0.34690], [2.96057, 3.14887, 0.89239], [1.57873, 3.23900, 0.97719], [1.00851, 3.49820, 2.42812], [-0.51072, 3.74848, 2.51501], [-0.98231, 5.04672, 2.45887], [-2.32106, 5.00770, 2.40817], [-2.69128, 3.66737, 2.43900], [-1.56596, 2.89616, 2.51395], [-1.47325, 1.20198, 2.64457], [-4.09132, 3.17690, 2.31783], [-4.48159, 2.38331, 3.56447], [-4.21599, 2.33469, 1.04726], [-5.03291, 4.37346, 2.19803], [1.50923, 2.43719, 3.46488], [1.58050, 2.85045, 4.78345], [1.99360, 1.81971, 5.53337], [2.21826, 0.75061, 4.67348], [1.88822, 1.13188, 3.39750], [1.93202, 0.15604, 2.01360], [2.43470, -0.64756, 5.14268], [1.15467, -1.44524, 4.90111], [2.73954, -0.61856, 6.64007], [3.63595, -1.27945, 4.43612], [1.09999, 3.65583, -0.22822], [-0.53947, 3.84320, -0.66659], [1.69476, 6.17525, -3.44519], [2.28841, 6.38279, -1.78757], [0.63293, 5.81152, -2.06827], [1.39076, 3.81863, -4.38617], [0.27664, 3.45717, -3.04909], [1.68911, 2.42333, -3.32795], [3.57160, 4.73430, -4.00641], [4.01199, 3.31758, -3.04823], [4.26799, 4.95719, -2.40386], [4.31099, 3.46850, -0.78984], [3.55424, 2.81426, 1.72331], [1.49871, 4.54980, 2.78464], [-0.31381, 5.88704, 2.43499], [-3.02521, 5.81267, 2.34153], [-3.84028, 1.51514, 3.69572], [-5.51837, 2.05523, 3.46520], [-4.40304, 3.01555, 4.45178], [-3.59100, 1.44649, 1.11728], [-3.90071, 2.91695, 0.17902], [-5.25748, 2.03386, 0.91242], [-4.97447, 5.02589, 3.07050], [-6.05108, 3.99001, 2.13569], [-4.83916, 4.95890, 1.29772], [1.32910, 3.85601, 5.06895], [2.18441, 1.77804, 6.58767], [0.32043, -0.99940, 5.44626], [1.28855, -2.47500, 5.24111], [0.90839, -1.44429, 3.84029], [1.88271, -0.29705, 7.23363], [3.59178, 0.02653, 6.86169], [2.99289, -1.63109, 6.95185], [3.45303, -1.43059, 3.37633], [3.84292, -2.24093, 4.91002], [4.51901, -0.64502, 4.54475], [6.27145, -1.20313, -0.61008], [6.02166, 0.14594, -1.28881], [4.72861, 0.15189, -2.03908], [3.59050, 0.39360, -1.50100], [2.53143, 0.27022, -2.36543], [2.90159, -0.07152, -3.55826], [2.00772, -0.29432, -4.57653], [4.60692, -0.27832, -3.73216], [7.18866, -1.17188, -0.02251], [6.36652, -2.00165, -1.34825], [5.44155, -1.44502, 0.05427], [6.84138, 0.39510, -1.96492], [5.96050, 0.93313, -0.53634], [1.09382, 0.09516, -4.40028], [2.34137, -0.16517, -5.51656]],
  "atomic_forces_ev_per_a": [[-0.2, -0.2, -0.4], [0.0, 0.0, 0.0], [0.0, 0.0, 0.0], [-0.1, 0.0, 0.1], [0.1, 0.0, 0.0], [0.0, 0.0, 0.0], [0.0, 0.1, 0.0], [0.0, 0.1, 0.0], [0.0, 0.0, 0.0], [0.0, 0.0, 0.0], [0.0, 0.1, 0.0], [0.0, 0.0, -0.1], [0.0, 0.1, 0.2], [0.0, 0.0, 0.0], [0.0, 0.0, 0.0], [0.0, 0.0, 0.0], [0.0, 0.0, 0.0], [0.0, 0.0, 0.0], [0.0, 0.0, 0.0], [0.0, 0.0, 0.0], [0.0, 0.0, 0.0], [0.0, 0.0, 0.0], [0.0, 0.0, 0.0], [0.0, 0.0, 0.0], [0.0, 0.0, 0.0], [0.0, 0.0, 0.0], [0.0, 0.0, 0.0], [0.0, 0.0, 0.0], [0.0, 0.0, 0.0], [0.0, 0.1, 0.0], [0.0, -0.1, 0.0], [0.0, 0.0, -0.1], [0.0, 0.0, 0.0], [0.1, 0.1, -0.1], [-0.1, 0.0, -0.1], [-0.2, -0.1, 0.0], [0.0, 0.4, 0.2], [0.0, -0.1, 0.0], [0.1, 0.1, 0.0], [0.0, -0.1, 0.0], [0.0, -0.1, 0.0], [-0.1, 0.0, 0.0], [0.0, 0.0, 0.0], [0.0, 0.1, -0.1], [0.1, 0.0, 0.0], [0.0, 0.0, 0.0], [0.0, 0.0, 0.0], [0.0, 0.0, 0.0], [0.1, 0.1, -0.1], [0.0, 0.0, -0.1], [0.1, 0.0, 0.0], [-0.2, -0.2, 0.1], [-0.2, 0.2, 0.0], [0.6, -0.2, 0.3], [0.1, 0.1, 0.0], [0.0, 0.0, 0.0], [0.0, 0.0, 0.0], [0.1, 0.0, 0.0], [0.0, -0.2, 0.0], [0.0, 0.1, 0.1], [0.0, 0.0, 0.0], [0.0, 0.0, 0.0], [0.0, 0.0, 0.0], [0.0, 0.0, 0.0], [0.1, 0.0, 0.0], [0.0, 0.0, 0.0], [0.0, 0.0, 0.0], [0.0, 0.0, 0.0], [0.0, 0.0, 0.0], [0.0, 0.0, 0.0], [0.0, 0.0, 0.0], [0.0, -0.1, 0.0], [0.0, 0.0, 0.0], [0.0, 0.0, 0.0], [0.0, 0.0, 0.0], [0.0, 0.0, 0.0], [0.0, 0.0, 0.0], [0.0, 0.0, 0.0], [0.0, 0.0, 0.0], [0.0, 0.0, 0.0], [0.0, 0.0, 0.0], [0.0, 0.0, 0.0], [0.0, 0.0, 0.0], [0.0, 0.0, 0.0], [0.0, 0.0, 0.0], [0.0, 0.0, 0.0], [0.0, 0.0, 0.0], [0.0, 0.0, 0.1], [0.0, 0.0, 0.0], [0.0, 0.0, 0.0], [0.0, 0.0, 0.0], [0.0, 0.0, 0.0], [0.0, 0.0, 0.0], [0.0, 0.0, 0.0], [0.0, 0.0, 0.0], [0.0, 0.0, 0.0], [0.0, -0.1, 0.0], [-0.2, 0.0, -0.1], [0.0, 0.0, 0.1], [-0.1, 0.0, 0.0], [0.0, -0.1, 0.0], [0.1, 0.0, 0.0], [0.0, 0.0, 0.0], [0.0, 0.0, 0.0], [0.0, 0.0, 0.0], [0.0, 0.0, 0.0], [0.0, 0.0, 0.0], [0.0, 0.0, 0.0], [0.0, 0.0, 0.0]]
}


[2]
{
  "formula": "C33H57BrCeN2O2Si",
  "method": "ωB97M-V with the def2-TZVPD basis set",
  "s2": 0.751,
  "orbital_gap_ev": [7.48, 7.99],
  "total_energy_ha": -4890.04435,
  "e_above_lowest_ev": 3.515,
  "homo_energy_ev": [-9.488, -9.998],
  "multiplicity": 2,
  "largest_force_ev_per_a": 4.31,
  "total_charge": 1,
  "species": ["O", "O", "C", "C", "H", "H", "H", "H", "H", "C", "C", "H", "H", "H", "H", "H", "C", "C", "C", "H", "H", "H", "H", "H", "C", "H", "H", "H", "H", "H", "H", "N", "C", "C", "C", "C", "H", "H", "H", "C", "H", "H", "H", "N", "C", "C", "C", "C", "H", "C", "H", "C", "H", "C", "C", "C", "C", "C", "C", "H", "C", "H", "C", "H", "C", "C", "Ce", "H", "H", "H", "H", "H", "H", "H", "H", "H", "H", "H", "H", "H", "C", "Si", "H", "H", "C", "C", "C", "H", "H", "H", "H", "H", "H", "H", "H", "H", "Br"],
  "xyz": [[1.03094, -2.00646, -3.40232], [0.97676, -1.53034, -5.77093], [2.46345, -2.27913, -3.19642], [2.87008, -2.97661, -1.91515], [2.97575, -1.31387, -3.27756], [2.76791, -2.89920, -4.05121], [2.52303, -2.45351, -1.01608], [3.96960, -3.01201, -1.90847], [2.54570, -4.02585, -1.88949], [0.17750, -3.08482, -2.87020], [0.17151, -4.28343, -3.77562], [-0.82342, -2.66877, -2.74316], [0.52365, -3.34950, -1.86495], [0.00082, -4.03272, -4.82481], [-0.61258, -4.97161, -3.46929], [1.11321, -4.82111, -3.68546], [-0.10876, -0.50515, -5.59965], [1.98424, -1.29984, -6.88452], [-1.30360, -1.20058, -5.04714], [-0.23486, -0.13124, -6.60760], [0.28156, 0.28422, -4.93618], [-1.32814, -2.27082, -5.28396], [-2.20721, -0.77323, -5.48496], [-1.38479, -1.03931, -3.97014], [1.93489, -2.41275, -7.89902], [2.98970, -1.18258, -6.46707], [1.67461, -0.35476, -7.33247], [1.98045, -3.42376, -7.47686], [2.77691, -2.29194, -8.57969], [1.03831, -2.35482, -8.51899], [1.03361, -2.00443, -4.87025], [-0.75524, -0.25169, 1.36957], [-1.60968, 0.24371, 2.30505], [-2.39107, 1.38317, 2.07209], [-2.56832, 2.08962, 0.85983], [-1.70907, -0.50031, 3.61323], [-0.72713, -0.84554, 3.96801], [-2.35868, -1.38488, 3.50788], [-2.13973, 0.14998, 4.38602], [-3.79415, 2.96415, 0.69307], [-4.43619, 2.59280, -0.12088], [-3.51687, 4.00526, 0.46055], [-4.36765, 2.95516, 1.62988], [-1.67317, 2.08318, -0.14684], [-0.32564, -1.60772, 1.31701], [1.00697, -1.93072, 1.62516], [1.99605, -0.85562, 1.97761], [1.40085, -3.26894, 1.56005], [2.42441, -3.51200, 1.84795], [0.50400, -4.24691, 1.13762], [0.82064, -5.29027, 1.09276], [-0.80357, -3.90096, 0.78273], [-1.51450, -4.65338, 0.44330], [-1.23249, -2.57675, 0.85444], [-2.60009, -2.13652, 0.42860], [-1.94994, 2.65906, -1.42044], [-1.43442, 3.93176, -1.74794], [-0.84256, 4.82505, -0.69166], [-1.47830, 4.35490, -3.07750], [-1.01706, 5.31306, -3.34159], [-2.07924, 3.57185, -4.06110], [-2.07769, 3.89189, -5.10517], [-2.71946, 2.38464, -3.69986], [-3.25966, 1.79641, -4.44655], [-2.68279, 1.92409, -2.38638], [-3.37930, 0.64404, -2.02958], [0.51900, 1.39990, 0.41449], [2.45692, -0.38168, 1.07882], [2.82192, -1.30851, 2.53645], [1.57148, -0.06915, 2.62871], [-2.56516, -1.25520, -0.22401], [-3.23520, -1.88296, 1.28636], [-3.08935, -2.94535, -0.12234], [-0.61682, 5.80858, -1.13258], [0.10227, 4.46285, -0.24378], [-1.54954, 4.99830, 0.13315], [-3.87006, 0.68204, -1.04700], [-2.69361, -0.22019, -2.03529], [-4.16362, 0.42452, -2.77326], [-3.03246, 1.69708, 2.89757], [1.27112, 1.73079, -1.58714], [2.41107, 2.56685, -2.83969], [0.24037, 1.69549, -2.01385], [1.60622, 0.63405, -1.60290], [3.82104, 1.45206, -3.38584], [2.83884, 4.18540, -2.02094], [1.44522, 2.81379, -4.42155], [1.79841, 3.71339, -4.94241], [0.36542, 2.90842, -4.25523], [1.60401, 1.96476, -5.09868], [4.47822, 1.13821, -2.56348], [4.44338, 1.95576, -4.14237], [3.41736, 0.54684, -3.86404], [3.08059, 4.06825, -0.95856], [2.01283, 4.90389, -2.08034], [3.69948, 4.63929, -2.51504], [1.99386, 3.05387, 1.92852]],
  "atomic_forces_ev_per_a": [[0.2, -1.2, 0.9], [-0.3, 1.0, -1.9], [0.1, 0.0, -0.4], [0.1, -0.2, 0.0], [-0.3, -0.2, 0.0], [0.2, 0.0, 0.1], [0.1, -0.1, -0.2], [-0.3, 0.2, 0.1], [0.0, 0.3, 0.1], [0.0, 0.5, 0.3], [0.2, -0.3, 0.0], [0.2, 0.2, -0.2], [-0.1, 0.1, -0.2], [0.0, 0.0, 0.1], [-0.1, -0.1, 0.0], [0.1, -0.1, -0.2], [1.0, 0.0, -0.1], [0.0, -0.3, 0.4], [-1.0, 0.1, 0.3], [-0.2, 0.1, 0.0], [-0.2, -0.3, -0.3], [0.1, 0.3, 0.0], [0.0, 0.0, 0.0], [0.1, -0.2, -0.2], [-0.4, -0.3, -0.2], [-0.4, 0.0, 0.4], [0.1, -0.1, 0.2], [0.1, 0.3, 0.1], [0.1, 0.0, 0.1], [0.0, 0.0, 0.2], [0.7, 0.2, 0.9], [-1.3, -0.7, 0.7], [1.0, -1.1, -1.0], [0.0, 0.0, 0.4], [0.7, 0.7, -1.4], [-0.4, 0.1, 0.4], [-0.3, 0.1, -0.3], [0.2, 0.3, 0.0], [0.1, -0.2, -0.2], [-0.2, 0.0, 0.6], [0.2, 0.1, 0.3], [-0.1, -0.4, 0.0], [0.0, 0.1, -0.4], [-1.5, -0.1, 0.8], [-0.2, 0.4, 0.4], [-0.4, -0.2, -0.3], [0.3, 0.1, 0.3], [-0.1, 0.1, -0.2], [-0.3, -0.1, -0.1], [0.0, -0.2, 0.1], [-0.1, 0.3, 0.0], [0.1, 0.2, -0.1], [0.2, 0.0, 0.1], [0.5, 0.1, 0.1], [-0.3, -0.3, -0.2], [-0.7, 0.3, -0.5], [0.0, -0.4, 0.0], [0.3, 0.4, 0.1], [-0.1, 0.0, -0.1], [-0.2, -0.4, 0.1], [-0.2, -0.1, 0.0], [0.0, 0.0, 0.3], [0.2, 0.3, -0.1], [0.1, 0.2, 0.2], [0.5, 0.3, 0.3], [-0.3, -0.4, -0.2], [-0.4, 0.6, 2.6], [-0.1, -0.3, 0.4], [0.0, 0.2, -0.2], [0.2, -0.3, -0.3], [0.1, -0.2, 0.3], [0.1, 0.0, -0.2], [-0.1, 0.1, 0.1], [-0.1, -0.3, 0.2], [-0.4, 0.0, -0.2], [0.2, -0.1, -0.2], [0.3, -0.1, -0.3], [-0.1, 0.3, 0.1], [0.3, 0.1, 0.2], [0.2, -0.1, -0.3], [1.7, -1.1, -3.8], [-1.2, -0.2, 0.7], [0.3, -0.1, 0.0], [-0.3, 0.4, -0.1], [0.5, 0.0, 0.2], [0.6, 0.3, -0.2], [-0.1, 0.3, -0.5], [-0.2, -0.1, -0.1], [0.3, 0.1, 0.0], [0.1, 0.1, 0.0], [-0.1, 0.0, -0.2], [-0.1, -0.1, 0.2], [0.0, 0.3, 0.1], [0.0, -0.1, -0.2], [0.0, -0.2, -0.1], [0.1, 0.2, 0.0], [0.6, 0.7, 0.7]]
}